Entry 1:
C6H12 | ωB97M-V with the def2-TZVPD basis set

Calculated values
HOMO-LUMO gap ... 8.73 eV
HOMO level ... -7.9 eV
Relative energy (zero: lowest compared OMol25 entry of this formula, charge and spin) ... 102.9 kcal per mole

Geometry as XYZ:
```
18
Properties=species:S:1:pos:R:3:forces:R:3
C 1.96915 -0.06983 0.62012 -0.55 -0.60 -0.38
C 1.19758 0.37995 -0.63968 0.40 0.02 0.15
C -0.11804 1.09185 -0.32216 -1.57 0.68 0.19
C -1.19283 0.15816 0.24063 1.71 -2.30 -0.38
C -1.43191 -0.30050 1.54329 1.65 -0.76 -1.26
C -1.80429 -0.76228 -0.82791 -0.63 0.37 -0.29
H 2.19847 -1.13521 0.54821 0.08 0.04 0.12
H 2.91076 0.45046 0.72970 0.09 0.24 0.15
H 1.34554 0.05717 1.50983 0.27 0.10 0.02
H 1.00570 -0.45950 -1.31157 -0.08 -0.06 0.14
H 1.84342 1.04399 -1.22375 -0.27 0.12 0.08
H -0.54790 1.49028 -1.24907 0.29 0.28 0.10
H 0.00956 1.89507 0.40414 0.32 0.18 -0.16
H -0.50809 -1.06071 0.91955 -2.29 0.88 1.37
H -0.89749 0.21246 2.33836 0.25 0.54 -0.08
H -1.09838 -1.43126 -1.33761 0.09 0.36 0.12
H -2.32606 -0.18576 -1.60389 0.21 0.03 0.10
H -2.55519 -1.37435 -0.33819 0.04 -0.12 0.00
```
Forces are in eV/Å.

Entry 2:
C6H12 | ωB97M-V with the def2-TZVPD basis set

Calculated values
HOMO-LUMO gap ... 10.93 eV
SMILES ... C=CCCCC
HOMO level ... -9.7 eV
Relative energy (zero: lowest compared OMol25 entry of this formula, charge and spin) ... 38.0 kcal per mole

Geometry as XYZ:
```
18
Properties=species:S:1:pos:R:3:forces:R:3
C -2.14488 1.54072 1.68746 0.65 0.44 0.79
C -0.92652 1.44848 1.17281 0.01 -0.78 -1.97
C -0.66984 0.45099 0.04747 -1.37 -1.57 0.55
C 0.29675 -0.66893 0.51461 1.41 0.77 -2.06
C 1.58005 -0.57484 -0.43495 -1.16 0.36 0.77
C 1.24957 -1.11952 -1.79233 -1.02 -2.36 -1.41
H -2.93086 0.92286 1.26806 -0.06 0.10 0.21
H -2.33881 2.15910 2.56629 -0.19 -0.07 -0.38
H -0.01449 2.00913 1.38540 -0.52 0.16 0.71
H -1.58379 -0.12090 -0.22748 -0.03 0.81 0.41
H -0.38362 0.85072 -0.91875 0.49 0.56 0.11
H 0.55739 -0.52576 1.54922 0.22 -0.04 0.40
H -0.15025 -1.65010 0.37642 -0.07 -0.09 0.19
H 2.40323 -1.14310 -0.00477 0.27 0.41 0.02
H 1.74309 0.51235 -0.54274 0.73 -0.48 0.35
H 1.97228 -1.24068 -2.60447 0.79 0.67 0.59
H 0.41755 -0.65848 -2.32434 -0.21 0.43 0.40
H 0.92315 -2.19203 -1.71789 0.05 0.70 0.31
```
Forces are in eV/Å.

Entry 3:
C6H12AlClF3O2 | ωB97M-V with the def2-TZVPD basis set

Calculated values
Total charge ... -1
HOMO-LUMO gap ... 8.39 eV
HOMO level ... -5.2 eV

Geometry as XYZ:
```
25
Properties=species:S:1:pos:R:3:forces:R:3
C -1.82924 0.24228 0.86163 0.41 -0.26 -0.41
Al -0.37586 -0.41635 -0.37548 -0.09 0.31 0.40
C 1.14521 0.87735 -0.72063 -0.40 -0.65 0.26
C 1.54415 1.76986 0.45209 -0.03 -0.01 -0.71
C 0.61102 2.92772 0.78271 0.35 -0.01 0.15
Cl -0.33495 3.55580 -0.59541 -0.10 0.10 -0.05
C 0.45035 -2.09813 0.43044 -0.02 0.05 -0.49
O -0.44551 -3.19296 0.48214 -0.18 0.49 -0.25
O 0.01323 -4.12958 1.45754 0.18 -0.63 0.55
C -1.24845 -0.82728 -2.20141 0.54 0.44 0.55
F -1.38421 0.29829 -2.96769 0.03 0.71 -0.35
F -0.61195 -1.69389 -3.03080 0.49 -0.62 -0.41
F -2.50631 -1.29739 -2.12318 -1.10 -0.57 0.15
H -2.03330 -0.52909 1.59634 -0.12 -0.27 0.22
H -2.74135 0.40040 0.29383 -0.26 0.15 -0.05
H -1.59781 1.14923 1.40997 0.01 0.28 0.06
H 2.01596 0.26743 -0.95328 0.25 -0.22 -0.13
H 0.93278 1.43748 -1.62238 0.03 0.34 -0.18
H 2.53306 2.18938 0.28799 0.31 0.19 -0.09
H 1.63912 1.13747 1.32523 -0.04 -0.05 0.53
H 1.20158 3.75890 1.12835 0.17 0.42 0.10
H -0.07594 2.70057 1.57504 -0.54 -0.27 0.10
H 0.81758 -1.89963 1.43524 -0.07 0.28 0.37
H 1.33159 -2.37408 -0.16508 0.23 -0.22 -0.11
H 0.94924 -4.25380 1.23680 -0.04 0.03 -0.21
```
Forces are in eV/Å.

Entry 4:
C6H12AlO14S2 | ωB97M-V with the def2-TZVPD basis set

Calculated values
Total charge ... -1
HOMO-LUMO gap ... 8.46 eV
HOMO level ... -6.3 eV
Relative energy (zero: lowest compared OMol25 entry of this formula, charge and spin) ... 0.0 kcal per mole

Geometry as XYZ:
```
35
Properties=species:S:1:pos:R:3:forces:R:3
Al 1.45139 0.02353 -1.00044 -1.20 -0.50 1.54
S 0.12312 -1.05343 -2.97651 -4.03 -2.22 -1.11
O 1.57679 -1.09976 -2.80869 5.46 1.61 2.01
O -0.30928 -1.79977 -1.77819 0.95 2.13 -3.24
O -0.21346 0.35848 -2.83753 1.24 0.21 -1.94
O -0.36193 -1.67854 -4.19331 0.67 0.49 0.06
S 2.67546 1.24671 0.91920 3.10 2.02 0.82
O 3.33670 1.94312 2.00583 0.05 -0.99 -0.06
O 1.25809 1.34598 0.97338 -2.32 -0.87 -0.65
O 2.96658 1.84146 -0.38200 0.53 0.47 -3.86
O 2.97238 -0.17770 0.71408 0.37 -2.32 -0.76
C -1.41090 -2.90688 -0.26279 -1.96 -2.54 -0.64
O -1.13061 -2.61610 1.09001 1.46 1.35 0.11
C -0.03739 -1.85683 1.26103 0.42 -0.43 -1.33
O 0.64121 -1.32080 0.35579 -0.90 -0.70 2.58
O 0.22552 -1.91753 2.55244 -0.63 0.06 0.36
C 1.22416 -1.09150 3.09502 2.07 0.94 -0.22
H -2.18643 -3.67280 -0.26409 -0.40 0.09 0.51
H -0.59387 -3.38863 -0.79988 0.16 0.02 0.87
H -1.66661 -2.08643 -0.93330 -0.68 -0.15 1.43
H 1.32641 -1.07695 4.18012 -1.18 -0.49 0.06
H 1.11367 -0.06562 2.74367 0.06 -0.20 0.02
H 2.20115 -1.46500 2.78827 -0.01 0.20 -0.42
C -0.71010 1.67870 1.95042 -1.39 -1.60 1.81
O -1.30566 2.28451 0.83912 -0.58 0.59 -2.10
C -1.17066 1.80252 -0.43041 -0.15 1.80 1.81
O -0.47980 0.86334 -0.75883 -0.59 0.76 1.54
O -1.93656 2.61144 -1.21734 1.19 -1.95 1.26
C -1.94234 2.27744 -2.60093 -0.46 0.45 -1.59
H -0.68490 0.60468 1.76617 0.63 0.03 -0.13
H -1.40807 1.67682 2.78763 -0.51 0.93 -0.03
H 0.27315 2.06098 2.22462 -1.08 0.23 0.11
H -2.85894 2.71089 -3.00102 0.07 0.17 0.10
H -1.88014 1.23083 -2.89901 -0.35 0.16 0.93
H -1.07811 2.71285 -3.10254 -0.02 0.26 0.15
```
Forces are in eV/Å.

Entry 5:
C6H12AlO14S2 | ωB97M-V with the def2-TZVPD basis set

Calculated values
<S²> ... 0.760
Total charge ... -2
HOMO-LUMO gap (spin up / spin down) ... 5.01 / 3.00 eV
HOMO level (spin up / spin down) ... -0.4 / -0.4 eV
Relative energy (zero: lowest compared OMol25 entry of this formula, charge and spin) ... 17.1 kcal per mole
Spin multiplicity ... 2

Geometry as XYZ:
```
35
Properties=species:S:1:pos:R:3:forces:R:3
Al 0.52052 1.34611 0.34322 0.38 -0.43 -1.48
S -0.37420 0.54563 3.59908 1.30 1.85 -3.87
O 0.62722 1.52714 3.23346 0.46 0.98 0.77
O -1.26883 0.89262 4.66539 -1.67 0.92 2.78
O -1.17135 0.27764 2.42436 -1.02 -0.91 -0.89
O 0.28776 -0.62031 4.12207 0.97 -2.84 1.43
S 1.57015 0.76973 -2.76477 -0.93 -1.69 0.13
O 2.28430 -0.04816 -1.78878 1.39 -2.51 0.86
O 1.97108 0.50363 -4.16057 -0.32 -0.08 0.20
O 0.13189 0.63353 -2.46874 -2.66 -1.84 -0.63
O 1.76831 2.08983 -2.31077 2.21 6.39 0.55
C 3.68540 -0.57676 3.80912 -0.18 -0.56 -0.86
O 3.89898 -1.48480 2.69532 1.24 -0.04 2.28
C 3.19067 -1.43939 1.61080 -2.38 0.45 -1.60
O 2.27631 -0.68945 1.34455 0.75 -0.40 0.39
O 3.61180 -2.46408 0.88426 0.98 -1.09 -0.47
C 3.07621 -2.83059 -0.38337 -0.19 0.04 -0.80
H 4.46052 0.17712 3.67145 -0.45 0.37 0.40
H 3.84897 -1.16102 4.71465 0.28 -0.04 -0.12
H 2.64902 -0.24108 3.84564 0.21 0.47 -0.32
H 3.53439 -2.29866 -1.21716 -0.65 1.09 0.35
H 1.98662 -2.80961 -0.36185 0.16 0.45 -0.29
H 3.39850 -3.83193 -0.66894 0.03 -0.52 1.06
C -4.55034 2.58537 -1.03055 0.96 -1.28 0.48
O -4.04553 1.57800 -1.91255 -0.60 1.26 -0.43
C -2.96127 0.88260 -1.56492 -0.65 -2.12 0.69
O -2.27142 0.90858 -0.59366 -0.19 1.72 0.36
O -2.93806 -0.20888 -2.29362 0.79 -2.19 -2.24
C -3.65490 -0.47759 -3.51177 -0.36 0.32 0.41
H -5.63322 2.46176 -1.04479 0.03 0.76 -0.49
H -4.06792 3.51994 -1.31683 -0.70 0.25 0.25
H -4.25986 2.27130 -0.02802 0.28 0.46 0.20
H -3.28592 0.05098 -4.39073 0.08 0.56 0.37
H -4.71945 -0.31557 -3.34274 -0.06 0.37 -0.19
H -3.57640 -1.52355 -3.80824 0.53 -0.16 0.74
```
Forces are in eV/Å.

Please write out number 4 again, unchanged.
C6H12AlO14S2 | ωB97M-V with the def2-TZVPD basis set

Calculated values
Total charge ... -1
HOMO-LUMO gap ... 8.46 eV
HOMO level ... -6.3 eV
Relative energy (zero: lowest compared OMol25 entry of this formula, charge and spin) ... 0.0 kcal per mole

Geometry as XYZ:
```
35
Properties=species:S:1:pos:R:3:forces:R:3
Al 1.45139 0.02353 -1.00044 -1.20 -0.50 1.54
S 0.12312 -1.05343 -2.97651 -4.03 -2.22 -1.11
O 1.57679 -1.09976 -2.80869 5.46 1.61 2.01
O -0.30928 -1.79977 -1.77819 0.95 2.13 -3.24
O -0.21346 0.35848 -2.83753 1.24 0.21 -1.94
O -0.36193 -1.67854 -4.19331 0.67 0.49 0.06
S 2.67546 1.24671 0.91920 3.10 2.02 0.82
O 3.33670 1.94312 2.00583 0.05 -0.99 -0.06
O 1.25809 1.34598 0.97338 -2.32 -0.87 -0.65
O 2.96658 1.84146 -0.38200 0.53 0.47 -3.86
O 2.97238 -0.17770 0.71408 0.37 -2.32 -0.76
C -1.41090 -2.90688 -0.26279 -1.96 -2.54 -0.64
O -1.13061 -2.61610 1.09001 1.46 1.35 0.11
C -0.03739 -1.85683 1.26103 0.42 -0.43 -1.33
O 0.64121 -1.32080 0.35579 -0.90 -0.70 2.58
O 0.22552 -1.91753 2.55244 -0.63 0.06 0.36
C 1.22416 -1.09150 3.09502 2.07 0.94 -0.22
H -2.18643 -3.67280 -0.26409 -0.40 0.09 0.51
H -0.59387 -3.38863 -0.79988 0.16 0.02 0.87
H -1.66661 -2.08643 -0.93330 -0.68 -0.15 1.43
H 1.32641 -1.07695 4.18012 -1.18 -0.49 0.06
H 1.11367 -0.06562 2.74367 0.06 -0.20 0.02
H 2.20115 -1.46500 2.78827 -0.01 0.20 -0.42
C -0.71010 1.67870 1.95042 -1.39 -1.60 1.81
O -1.30566 2.28451 0.83912 -0.58 0.59 -2.10
C -1.17066 1.80252 -0.43041 -0.15 1.80 1.81
O -0.47980 0.86334 -0.75883 -0.59 0.76 1.54
O -1.93656 2.61144 -1.21734 1.19 -1.95 1.26
C -1.94234 2.27744 -2.60093 -0.46 0.45 -1.59
H -0.68490 0.60468 1.76617 0.63 0.03 -0.13
H -1.40807 1.67682 2.78763 -0.51 0.93 -0.03
H 0.27315 2.06098 2.22462 -1.08 0.23 0.11
H -2.85894 2.71089 -3.00102 0.07 0.17 0.10
H -1.88014 1.23083 -2.89901 -0.35 0.16 0.93
H -1.07811 2.71285 -3.10254 -0.02 0.26 0.15
```
Forces are in eV/Å.